C10H19FNO3P | wB97M-V/def2-TZVPD

The geometry in ORCA input format:
```
! wB97M-V def2-TZVPD RIJCOSX def2/J DEFGRID3
* xyz 0 1
C 5.076 0.006 0.946
C 4.069 -0.844 0.212
O 3.992 -2.033 0.348
N 3.231 -0.123 -0.671
C 2.609 -1.017 -1.652
C 2.296 0.735 0.114
C 0.871 0.823 -0.421
C 0.115 1.973 0.252
C -1.398 1.886 0.005
P -2.168 0.445 0.886
F -3.457 1.213 1.501
C -2.949 -0.353 -0.577
C -3.792 -1.594 -0.274
O -4.195 -1.667 1.109
C -5.534 -1.517 1.330
O -6.055 -0.483 1.545
H 4.557 0.692 1.624
H 5.740 -0.632 1.529
H 5.637 0.615 0.234
H 3.390 -1.646 -2.079
H 1.846 -1.680 -1.227
H 2.183 -0.421 -2.461
H 2.709 1.751 0.156
H 2.235 0.378 1.152
H 0.868 0.990 -1.504
H 0.344 -0.124 -0.242
H 0.494 2.918 -0.156
H 0.322 1.981 1.330
H -1.908 2.786 0.364
H -1.587 1.821 -1.073
H -3.502 0.379 -1.172
H -2.079 -0.658 -1.180
H -3.226 -2.505 -0.485
H -4.684 -1.610 -0.909
H -6.049 -2.486 1.445
*
```

The value obtained for the highest occupied orbital energy is -0.33667 Eh. The SMILES is CC(=O)N(C)CCCCP(F)CCOC=O. Its frontier orbital gap is 9.852 eV.

Here are the Mulliken charges for atoms 1 to 8, given in e:
1. C -1.121
2. C 0.667
3. O -0.575
4. N 0.095
5. C -0.989
6. C -0.696
7. C -0.385
8. C -0.803

***

C10H19FO6Si | wB97M-V/def2-TZVPD

The geometry in ORCA input format:
```
! wB97M-V def2-TZVPD RIJCOSX def2/J DEFGRID3
* xyz 0 1
C -3.888 0.173 -1.111
Si -2.695 -0.798 -2.222
C -3.039 -0.257 -3.998
C -3.097 -2.624 -1.969
O -1.127 -0.365 -1.782
C -0.193 -1.417 -1.637
C 1.196 -0.804 -1.407
C 1.596 -0.787 0.080
O 1.802 0.553 0.541
C 0.612 1.181 0.811
O 0.334 2.131 0.249
H -3.343 0.413 -0.205
H -4.742 -0.435 -0.861
H -4.175 1.095 -1.598
H -3.285 -1.113 -4.620
H -2.185 0.231 -4.451
H -3.859 0.447 -4.054
H -3.543 -2.735 -0.991
H -3.881 -2.866 -2.676
H -2.272 -3.310 -2.096
H -0.416 -2.042 -0.770
H -0.145 -2.082 -2.500
H 1.924 -1.339 -1.999
H 1.150 0.233 -1.698
H 2.555 -1.271 0.159
H 0.863 -1.301 0.691
H -0.026 0.774 1.606
C 2.870 2.244 3.116
C 2.822 1.112 4.113
O 4.163 1.030 4.552
C 4.696 2.289 4.439
O 5.700 2.643 4.953
O 3.901 3.073 3.662
F 2.471 -0.062 3.529
H 3.152 1.907 2.118
H 1.931 2.790 3.052
H 2.172 1.290 4.972
*
```

The value obtained for the highest occupied orbital energy is -0.37117 Eh. The SMILES is C[Si](C)(C)OCCCOC=O.O=C1OC[C@@H](F)O1. Its frontier orbital gap is 10.706 eV.

Here are the Mulliken charges for atoms 1 to 8, given in e:
1. C -1.111
2. Si 0.447
3. C -1.153
4. C -1.195
5. O -0.193
6. C -0.463
7. C -0.676
8. C -0.682

***

C10H19IrN3 | wB97M-V/def2-TZVPD

The geometry in ORCA input format:
```
! wB97M-V def2-TZVPD RIJCOSX def2/J DEFGRID3
* xyz 3 5
Ir 0.430 -0.259 -0.370
N 0.038 -0.751 1.914
C -0.489 0.415 2.635
C 0.268 1.667 2.206
N 0.245 1.865 0.742
C -0.889 2.629 0.182
C -2.079 1.738 -0.157
N -1.647 0.657 -1.051
H -0.542 -1.569 2.116
H 0.977 -0.962 2.262
H -0.373 0.281 3.723
H -1.565 0.503 2.460
H 1.314 1.587 2.522
H -0.151 2.537 2.728
H 1.103 2.361 0.486
H -0.543 3.136 -0.725
H -1.215 3.416 0.875
H -2.860 2.350 -0.639
H -2.544 1.314 0.738
H -1.425 1.052 -1.969
H -2.417 0.000 -1.191
C 1.795 -0.914 -2.311
C 0.544 -1.419 -2.731
C -0.084 -2.446 -2.004
C 0.547 -2.996 -0.871
C 1.805 -2.516 -0.464
C 2.430 -1.466 -1.174
H 2.332 -0.204 -2.936
H 0.119 -1.087 -3.672
H -1.012 -2.875 -2.362
H 0.099 -3.844 -0.367
H 2.341 -3.019 0.333
H 3.449 -1.178 -0.932
*
```

The value obtained for the highest occupied orbital energy (alpha / beta) is -0.75920 / -0.82135 Eh. Its frontier orbital gap (alpha / beta) is 9.593 / 7.807 eV. As for the expectation value of S²: 6.0122.

Here are the Mulliken charges for atoms 1 to 8, given in e:
1. Ir 1.260
2. N -0.592
3. C -0.541
4. C -0.648
5. N -0.256
6. C -0.646
7. C -0.541
8. N -0.593

***

C10H19N2 | wB97M-V/def2-TZVPD

The geometry in ORCA input format:
```
! wB97M-V def2-TZVPD RIJCOSX def2/J DEFGRID3
* xyz 1 1
C 0.269 -2.122 -2.208
C 0.392 -1.519 -1.174
C 1.833 -1.114 0.799
C 1.525 -1.423 2.301
C -0.463 -1.668 1.144
C 0.482 -0.925 0.150
C -0.931 2.803 -0.239
C 0.174 1.614 -2.057
C -1.880 0.561 -0.895
C -0.635 1.425 -0.773
N 0.065 -1.380 2.420
N 0.235 0.638 0.211
H 0.029 -2.932 -2.882
H 2.376 -0.167 0.665
H 2.371 -1.838 0.377
H 1.945 -2.401 2.584
H 1.989 -0.659 2.903
H -1.479 -1.447 0.920
H -0.374 -2.650 0.874
H -1.575 3.244 -0.856
H -1.488 2.682 0.797
H -0.063 3.410 -0.055
H 0.857 0.849 -2.152
H 0.788 2.576 -1.975
H -0.520 1.541 -2.845
H -1.702 -0.489 -1.165
H -2.394 0.436 0.069
H -2.542 1.085 -1.666
H -0.300 -2.023 3.235
H -0.103 0.748 1.193
H 1.120 1.144 0.300
*
```

Its relative energy (zero: lowest compared OMol25 entry of this formula, charge and spin) is 94.2 kcal per mole. The value obtained for the highest occupied orbital energy is -0.47505 Eh. The SMILES is C#C[C@]1([NH2+]C(C)(C)C)CCNC1. Its frontier orbital gap is 10.282 eV.

Here are the Mulliken charges for atoms 1 to 8, given in e:
1. C 0.244
2. C -2.284
3. C -1.377
4. C -0.646
5. C -1.213
6. C 2.303
7. C -1.755
8. C -1.601

***

C10H19N2O3 | wB97M-V/def2-TZVPD

The geometry in ORCA input format:
```
! wB97M-V def2-TZVPD RIJCOSX def2/J DEFGRID3
* xyz -1 1
C -1.077 -1.570 0.005
C 0.555 0.421 1.630
C 1.535 1.142 0.691
C -1.593 -0.193 0.524
C -0.880 0.665 1.250
C 0.911 0.314 -1.505
C -3.025 0.059 0.141
C -1.430 1.983 1.751
C 1.095 -0.717 -2.567
C -0.203 1.276 -1.742
N 1.745 0.342 -0.515
N 2.438 -2.928 1.135
O -0.468 -2.277 0.816
O 2.796 -0.390 -0.471
O -1.384 -1.822 -1.172
H 0.758 -0.650 1.599
H 0.728 0.774 2.651
H 1.184 2.144 0.436
H 2.517 1.213 1.164
H -3.284 -0.612 -0.677
H -3.203 1.089 -0.178
H -3.685 -0.151 0.985
H -0.623 2.696 1.927
H -1.958 1.837 2.696
H -2.132 2.427 1.047
H 0.263 -1.420 -2.468
H 2.029 -1.248 -2.410
H 1.071 -0.281 -3.564
H -1.122 0.707 -1.871
H -0.009 1.813 -2.676
H -0.348 1.996 -0.946
H 2.756 -2.093 0.645
H 1.421 -2.842 1.161
H 2.623 -3.701 0.506
*
```

The value obtained for the highest occupied orbital energy is -0.17489 Eh. Its frontier orbital gap is 8.008 eV.

Here are the Mulliken charges for atoms 1 to 8, given in e:
1. C 0.397
2. C -0.561
3. C -1.105
4. C 0.885
5. C 0.674
6. C 0.988
7. C -1.844
8. C -1.710

***

C10H19N2O6 | wB97M-V/def2-TZVPD

The geometry in ORCA input format:
```
! wB97M-V def2-TZVPD RIJCOSX def2/J DEFGRID3
* xyz -1 1
O 1.430 -1.614 2.938
O 1.425 -0.919 -2.252
O -1.650 -0.040 1.194
O 1.445 -3.076 -1.733
O -3.823 1.734 -2.528
O -3.270 0.320 -1.026
C 2.236 -1.364 2.052
C 1.069 -1.898 -1.555
C -0.459 0.210 1.377
N -0.163 1.073 2.359
N 1.961 -0.669 0.952
C 3.663 -1.838 2.181
C 1.119 1.701 2.672
C -1.659 2.060 -1.573
C -2.126 0.167 -3.170
C -2.686 1.062 -2.074
C 0.134 -1.605 -0.378
C 0.617 -0.382 0.427
H -4.554 1.261 -2.097
H -2.590 0.056 -0.362
H -0.957 1.330 2.922
H 2.705 -0.576 0.277
H 4.325 -0.977 2.227
H 3.905 -2.451 1.314
H 3.755 -2.435 3.086
H 1.700 1.041 3.318
H 1.678 1.902 1.757
H 0.948 2.643 3.194
H -2.062 2.629 -0.731
H -0.754 1.546 -1.251
H -1.391 2.756 -2.373
H -2.874 -0.568 -3.478
H -1.845 0.767 -4.040
H -1.239 -0.365 -2.821
H 0.072 -2.475 0.280
H -0.861 -1.416 -0.780
H 0.774 0.410 -0.302
*
```

Its relative energy (zero: lowest compared OMol25 entry of this formula, charge and spin) is 0.0 kcal per mole. The value obtained for the highest occupied orbital energy is -0.17018 Eh. Its frontier orbital gap is 7.477 eV.

Here are the Mulliken charges for atoms 1 to 8, given in e:
1. O -0.655
2. O -0.729
3. O -0.827
4. O -0.801
5. O -0.627
6. O -0.649
7. C 0.702
8. C 0.438

***

C10H19N2P | wB97M-V/def2-TZVPD

The geometry in ORCA input format:
```
! wB97M-V def2-TZVPD RIJCOSX def2/J DEFGRID3
* xyz 0 1
C -1.111 1.782 -0.032
C -1.177 1.042 1.066
C 0.012 1.606 -0.980
C 0.632 2.552 -1.640
C -0.096 0.091 1.413
C -2.227 2.711 -0.526
C -2.320 1.092 2.014
C 1.040 0.714 1.988
C 3.181 -1.143 -0.770
C -0.081 -4.841 -1.730
N 0.105 0.233 -1.371
N 2.415 -1.587 0.101
P 0.335 -0.742 -0.236
H 1.300 2.265 -2.441
H 0.549 3.589 -1.365
H -0.344 -0.685 2.137
H -2.402 3.456 0.249
H -3.129 2.112 -0.933
H -1.933 3.426 -1.331
H -3.270 0.902 1.465
H -2.446 2.183 2.443
H -2.264 0.491 2.867
H 0.848 0.786 3.100
H 1.187 1.741 1.647
H 1.935 0.150 1.921
H 3.954 -1.695 -1.279
H 3.105 -0.131 -0.975
H -0.272 -4.096 -0.960
H -0.026 -4.507 -2.794
H 0.839 -5.172 -1.519
H -0.729 -5.687 -1.643
H 2.390 -2.639 0.112
*
```

Its relative energy (zero: lowest compared OMol25 entry of this formula, charge and spin) is 76.7 kcal per mole. The value obtained for the highest occupied orbital energy is -0.28193 Eh. Its frontier orbital gap is 8.114 eV.

Here are the Mulliken charges for atoms 1 to 8, given in e:
1. C 1.126
2. C 0.235
3. C 0.208
4. C -1.201
5. C 0.384
6. C -1.473
7. C -1.677
8. C -1.644